Here is 5 unconnected molecules or ions with the total composition C4H18O4 at a distorted geometry from OMol25. Energies are from ωB97M-V with the def2-TZVPD basis set.

Atoms and positions in Å:
C  -0.337  2.035  -2.735
C  0.433  1.988  -1.368
C  -0.510  1.721  -0.236
C  -1.570  2.827  -0.054
H  0.295  2.654  -3.378
H  -1.346  2.416  -2.726
H  -0.193  1.062  -3.201
H  1.090  2.865  -1.290
H  1.218  1.231  -1.527
H  -0.096  1.625  0.780
H  -1.092  0.782  -0.255
H  -1.104  3.783  -0.269
H  -1.890  2.903  0.972
H  -2.423  2.759  -0.741
H  1.441  -2.548  3.317
H  1.882  -3.762  4.184
O  1.513  -3.509  3.329
H  -0.174  -0.295  3.386
H  -0.043  -1.275  2.215
O  0.473  -0.867  2.950
H  -0.129  -0.968  -3.175
H  1.132  -1.806  -3.053
O  0.386  -1.471  -2.549
H  0.081  -1.169  -0.297
H  -0.411  -2.543  0.151
O  -0.654  -1.607  0.166

Forces on the atoms, in the same order (eV/Å):
2.27 0.12 0.12
0.34 -0.57 -1.49
-1.37 -0.07 2.06
0.44 0.39 -0.80
-0.43 0.32 -0.19
-0.22 -0.14 0.07
-0.87 -0.14 0.03
-0.81 0.33 0.56
-0.49 -0.30 0.44
0.85 0.14 -0.50
0.50 0.07 -0.86
0.12 0.38 -0.07
-0.44 -0.23 0.29
0.08 -0.18 0.32
-0.10 0.19 0.27
-0.09 0.23 -0.20
0.15 -0.45 -0.03
0.28 -0.18 -0.02
0.40 0.40 0.30
-0.70 -0.12 -0.51
-0.32 0.20 -0.23
0.06 -0.02 -0.02
0.37 -0.25 0.25
-0.42 -0.23 -0.02
-0.11 0.13 -0.11
0.49 -0.03 0.36

Computed properties:
spin multiplicity = 1
electronic energy = -464.13372 a.u.
lowest unoccupied orbital energy = 0.532 eV
structure (SMILES) = CCCC.O.O.O.O